Entry 1:
Here is a 7-piece molecular cluster, C22H31F3N8O4 overall at a distorted geometry from the OMol25 dataset. Energies are from wB97M-V/def2-TZVPD.

- frontier orbital gap (eV) = 9.2
- total energy (eV) = -51581.0752
- net charge = 0
- E_HOMO (eV) = -9.2
- SMILES = Fc1ccccc1.Fc1ccccc1.Fc1ccccc1.NC(N)=O.NC(N)=O.NC(N)=O.NC(N)=O

```
68
Properties=species:S:1:pos:R:3:forces:R:3:lowdin_charge:R:1
F -0.81042 -6.17401 -2.93409 -1.43 0.11 0.25 0.0121
C -2.02083 -5.56782 -2.57856 2.78 -0.93 -0.54 -0.2573
C -3.15120 -6.30240 -2.44357 -0.30 -0.91 -0.46 -0.0251
C -4.31287 -5.68643 -2.01293 -0.10 0.47 1.08 -0.0839
C -4.28032 -4.34804 -1.65277 1.59 0.24 -1.23 -0.0565
C -3.07180 -3.63606 -1.97150 -2.00 1.12 1.44 -0.0806
C -1.91008 -4.22437 -2.34621 -0.11 -0.64 -0.14 -0.0487
H -3.14751 -7.36245 -2.65015 0.15 -0.03 -0.06 0.1229
H -5.18373 -6.29218 -1.81030 -0.12 0.00 -0.10 0.1065
H -5.11594 -3.87361 -1.15976 -0.02 0.20 -0.28 0.0986
H -3.03444 -2.56505 -1.83761 -0.25 0.19 0.33 0.0887
H -0.94058 -3.75060 -2.39119 -0.14 0.23 -0.29 0.1145
F -4.37484 4.28984 1.25806 -0.11 -0.17 -0.30 0.0512
C -3.49258 4.58495 0.27523 -0.57 -1.12 -0.96 -0.2932
C -2.43384 5.36281 0.60054 0.66 0.70 -0.25 -0.0431
C -1.53749 5.73528 -0.40382 -0.22 -0.94 -0.26 -0.0684
C -1.62972 5.16621 -1.68882 -1.02 -0.24 0.84 -0.0741
C -2.71258 4.26856 -2.00359 1.78 0.90 1.60 -0.0747
C -3.64619 3.98824 -1.00159 0.09 0.74 0.40 -0.0242
H -2.25345 5.67282 1.61925 -0.23 0.14 0.00 0.1032
H -0.74580 6.37299 -0.03919 0.36 0.08 -0.61 0.1058
H -0.84401 5.36920 -2.40147 -0.11 -0.01 -0.18 0.0940
H -2.59414 3.69937 -2.91375 -0.67 0.10 -0.19 0.1004
H -4.50979 3.35771 -1.15336 0.05 -0.19 -0.10 0.1106
F 2.65768 0.68831 0.36784 0.53 1.13 0.06 0.0387
C 1.38925 0.88473 -0.05757 -0.23 -2.08 -0.23 -0.3298
C 0.82575 -0.26480 -0.51712 -2.11 -0.99 -1.78 -0.0049
C -0.53680 -0.24145 -0.97419 2.44 1.31 0.79 -0.0271
C -1.21907 0.98598 -0.82451 -1.04 -2.62 0.51 -0.0960
C -0.67948 2.07180 -0.19093 0.23 -0.18 -0.41 -0.0648
C 0.67254 2.01417 0.08812 0.93 2.08 1.33 -0.0279
H 1.49556 -1.10763 -0.60300 -0.26 -0.42 -0.01 0.0985
H -0.98970 -1.11893 -1.41158 -0.11 0.02 0.10 0.0792
H -2.28985 0.87217 -0.90748 -0.26 0.60 -0.52 0.0994
H -1.35898 2.86548 0.08247 0.47 0.42 -0.02 0.0890
H 1.25242 2.78569 0.57276 -0.43 0.69 0.08 0.1205
N -0.30550 0.68515 2.99536 -5.17 -5.16 -1.15 0.2118
C 0.60428 1.49479 3.25245 0.31 3.07 0.54 -0.8675
N 1.77530 1.00290 3.12587 5.39 -1.23 0.12 0.1989
O 0.36192 2.63888 3.51055 -0.14 4.20 0.75 0.0362
H 0.04378 -0.23595 2.77251 -1.43 -0.13 -0.39 0.1290
H -1.24591 1.03027 2.86642 0.18 -0.59 0.08 0.1461
H 1.89528 0.00005 3.12939 0.63 0.46 -0.14 0.1293
H 2.53898 1.65917 3.20454 0.14 -0.66 0.20 0.1349
N 2.64480 -5.16459 0.66309 5.96 -1.01 0.80 0.1723
C 1.41285 -5.12297 0.96140 -4.41 -2.17 1.79 -0.7958
N 0.77845 -4.36355 0.10474 -2.56 2.18 -1.68 0.1669
O 0.81967 -5.80162 1.81645 0.67 0.54 -0.03 -0.0056
H 3.20465 -5.51018 1.42940 0.45 0.00 -0.45 0.1264
H 3.02329 -4.52698 -0.02270 0.40 -0.08 0.20 0.0544
H -0.22629 -4.46131 0.07257 0.29 0.40 -0.26 0.1072
H 1.34707 -3.81035 -0.52035 -0.77 0.04 -0.26 0.0777
N 4.96172 -3.59492 -2.78128 0.95 -1.77 -2.26 0.1887
C 4.49558 -2.89444 -1.80003 -0.97 1.50 2.19 -0.7464
N 5.18950 -1.80080 -1.52121 1.66 1.78 0.06 0.1747
O 3.51415 -3.16887 -1.14298 -1.97 -0.67 0.63 0.0089
H 4.44146 -4.43629 -2.98508 0.69 -0.05 -0.29 0.1364
H 5.91678 -3.38000 -3.02982 -0.34 -0.89 -0.61 0.1201
H 4.90193 -1.15847 -0.79677 0.05 -0.28 -0.25 0.1189
H 5.98893 -1.60567 -2.10681 -0.20 0.55 0.45 0.1080
N 0.02583 5.61145 3.24873 -6.10 -1.94 0.67 0.1633
C 1.23511 6.04516 3.12787 0.96 1.94 0.13 -0.8253
N 2.05319 5.06749 2.86672 2.60 -3.66 -0.91 0.1720
O 1.50416 7.20238 3.24072 1.18 3.03 0.04 0.0446
H -0.76652 6.18599 3.49811 0.80 0.48 0.05 0.1173
H -0.21595 4.63298 3.31389 0.39 -0.10 -0.09 0.0720
H 3.02710 5.08773 2.59993 -0.47 0.64 0.30 0.1185
H 1.58902 4.17223 2.92294 0.62 -0.41 -0.11 0.0526
```
Forces are in eV/Å.


Entry 2:
Here is C8H20AlN2O2Pd as an isolated structure at a distorted geometry from the OMol25 dataset. Energies are from wB97M-V/def2-TZVPD.

- frontier orbital gap (eV) = 5.1
- total energy (eV) = -25760.8993
- net charge = +1
- E_HOMO (eV) = -13.1

```
34
Properties=species:S:1:pos:R:3:forces:R:3:lowdin_charge:R:1
C 3.82183 -1.16346 0.99709 0.16 -0.17 -0.50 -0.0856
C 3.54667 -0.65728 -0.43556 0.02 0.24 1.13 -0.2348
C 2.87809 0.71385 -0.42148 -0.51 -0.44 -0.07 -0.1897
C 1.37164 0.55468 -0.06901 -0.03 -0.33 -0.21 -0.2630
C 0.62503 1.74799 -0.56577 0.34 0.34 -0.77 -0.1236
Al -1.22729 1.93435 0.28942 0.16 -0.24 1.28 0.3089
N -2.07594 0.35021 0.62532 1.20 0.68 -0.70 0.0378
C -1.69843 -0.83014 -0.11722 -0.27 -0.60 0.86 -0.3088
C -2.78114 -1.90995 -0.13052 0.24 -0.08 -0.42 -0.2311
C -3.77253 -1.70769 -1.25751 0.28 0.11 0.23 -0.1008
O -1.25913 3.00934 1.68821 -0.16 -0.47 -0.48 -0.1618
N -1.39555 2.37100 2.90499 0.00 0.34 0.60 -0.0766
O -0.55087 1.57871 3.12246 -0.10 0.03 -0.35 0.0335
H 4.88315 -1.28894 1.16490 0.26 0.08 0.09 0.0719
H 3.45025 -0.47598 1.74607 -0.15 0.06 0.25 0.0667
H 3.38579 -2.14288 1.14194 -0.22 -0.15 0.24 0.0695
H 2.88460 -1.37087 -0.90867 0.08 -0.11 -0.55 0.0983
H 4.48412 -0.57576 -0.96725 0.12 -0.13 -0.37 0.1073
H 2.96826 1.16959 -1.40112 0.08 0.30 -0.13 0.1141
H 3.31124 1.33971 0.34855 0.33 0.36 -0.10 0.1206
H 1.27710 0.41099 1.00164 -0.08 -0.05 0.25 0.1115
H 1.03219 -0.34170 -0.57550 -0.19 -0.24 0.01 0.0956
H 1.10839 2.66936 -0.24226 -0.44 0.39 0.33 0.1003
H 0.56317 1.80454 -1.64480 0.05 -0.17 -0.25 0.0644
H -2.20505 2.65932 -0.91168 -0.73 -0.48 -1.89 0.0586
H -2.18665 0.10625 1.60418 -0.63 -0.03 0.04 0.0936
H -1.39080 -0.58401 -1.13203 0.04 0.15 -0.23 0.0965
H -0.84328 -1.27210 0.40432 0.27 -0.01 -0.04 0.1250
H -2.27083 -2.86139 -0.23260 -0.01 -0.27 -0.15 0.1150
H -3.26528 -1.94769 0.83837 -0.17 0.14 0.22 0.1154
H -4.17054 -0.69539 -1.21867 -0.31 0.19 0.02 0.0546
H -3.27895 -1.83953 -2.21494 0.05 -0.12 -0.25 0.0744
H -4.58447 -2.41625 -1.18352 -0.32 -0.06 -0.12 0.0818
Pd -2.63476 1.66113 -2.24737 0.62 0.74 2.02 0.5605
```
Forces are in eV/Å.


Entry 3:
Here is a 2-piece molecular cluster, C2H6N3S2 overall at a distorted geometry from the OMol25 dataset. Energies are from wB97M-V/def2-TZVPD.

- frontier orbital gap (alpha / beta) (eV) = 5.0 / 8.1
- total energy (eV) = -28299.6326
- net charge = +1
- E_HOMO (alpha / beta) (eV) = -10.9 / -12.5
- energy relative to the best compared isomer or geometry (same formula, charge and spin) (kJ/mol) = 577.1

```
13
Properties=species:S:1:pos:R:3:forces:R:3:lowdin_charge:R:1
C 1.81562 0.46258 1.31696 -3.32 -0.61 -0.30 0.3018
C -0.61034 0.23820 1.26477 -1.56 -0.58 -0.02 -1.0706
N 0.66975 0.26865 1.07210 3.66 0.62 1.28 -0.0650
N 0.31980 0.01716 -1.50859 -1.20 0.13 1.49 -0.0495
N 0.85654 -0.45518 -2.60187 1.04 3.32 0.72 -0.0152
S -1.31725 -1.31154 1.72549 1.51 0.00 -0.63 0.8994
S -1.44682 1.69336 0.90630 -0.55 -0.04 0.14 0.9220
H 2.85528 0.47476 1.27584 1.37 0.07 -0.39 0.1046
H -0.38764 -0.67760 -1.15565 0.78 0.61 -0.83 0.0447
H 0.65176 -1.31716 -2.87872 -0.79 -4.24 -1.77 0.0462
H 1.59060 0.06795 -3.04096 0.04 0.07 -0.03 0.1075
H -2.36092 -0.73189 2.21231 -1.36 0.45 0.60 -0.1450
H -2.63636 1.27072 1.41200 0.39 0.19 -0.26 -0.0809
```
Forces are in eV/Å.


Entry 4:
Here is C25H36AsCsN4O as an isolated structure at a distorted geometry from the OMol25 dataset. Energies are from wB97M-V/def2-TZVPD.

- frontier orbital gap (eV) = 7.2
- total energy (eV) = -95903.7436
- net charge = 0
- E_HOMO (eV) = -7.0
- energy relative to the best compared isomer or geometry (same formula, charge and spin) (kJ/mol) = 7.3

```
68
Properties=species:S:1:pos:R:3:forces:R:3:lowdin_charge:R:1
Cs -0.28246 0.18058 -0.12041 -1.23 0.03 0.58 0.9820
C 4.63211 -1.27836 0.94980 -0.02 0.01 0.00 -0.0431
C 3.14634 -1.03658 0.95954 0.07 -0.06 0.07 -0.3055
N 2.51012 -0.44021 0.01073 0.57 -0.09 -0.02 -0.0601
N 3.28211 -0.01743 -1.03542 0.01 -0.02 0.02 0.0179
C 2.57538 0.57948 -1.99529 -0.02 0.01 0.01 -0.5161
O 1.33858 0.78427 -2.02584 0.54 0.20 -0.56 -0.3446
C 3.40186 1.05390 -3.16281 0.03 0.00 0.01 -0.1457
C 4.78315 0.88336 -3.21405 0.01 0.00 -0.01 -0.0373
C 5.50562 1.33843 -4.30648 0.00 0.00 0.01 -0.0924
C 4.85637 1.96862 -5.36010 -0.01 0.00 -0.01 -0.1037
C 3.47991 2.14115 -5.31539 0.01 0.00 0.00 -0.0902
C 2.75856 1.68585 -4.22181 -0.01 -0.01 0.02 -0.0328
C 2.38221 -1.53124 2.13292 -0.02 -0.05 0.06 -0.2435
C 3.04387 -2.20109 3.17035 0.00 0.02 -0.04 -0.0210
C 2.32698 -2.67170 4.25435 -0.02 0.00 0.01 -0.0655
C 0.95795 -2.46844 4.29847 -0.01 -0.02 0.01 -0.0701
C 0.37866 -1.79564 3.23484 0.04 -0.02 0.00 -0.1605
N 1.05410 -1.34241 2.18659 0.03 0.03 -0.09 0.0222
H 5.05541 -0.86704 0.04099 0.00 0.00 0.00 0.0512
H 4.85317 -2.34795 0.99345 0.01 0.00 -0.01 0.0819
H 5.11113 -0.80844 1.81265 0.01 0.00 0.00 0.0810
H 5.27565 0.39035 -2.38803 0.00 0.00 0.00 0.0965
H 6.57941 1.20074 -4.33816 0.00 0.00 0.00 0.0965
H 5.42192 2.32266 -6.21313 0.00 0.00 0.00 0.0955
H 2.96819 2.63040 -6.13493 0.00 0.00 0.00 0.0969
H 1.68528 1.80753 -4.16532 0.00 0.00 -0.01 0.1071
H 4.11095 -2.35475 3.12666 0.00 0.00 0.00 0.0981
H 2.83409 -3.19202 5.05709 0.00 0.00 0.00 0.1075
H 0.35412 -2.81547 5.12533 0.00 0.00 0.00 0.1004
H -0.69261 -1.61334 3.23127 0.00 0.02 -0.03 0.1056
C -0.81483 -6.03756 -2.67800 0.00 0.00 0.02 -0.1734
C -0.40799 -4.58024 -2.84027 0.04 0.04 0.06 -0.4534
As -1.01744 -3.32842 -1.44508 -0.08 -0.02 -0.01 1.1641
C -2.94616 -3.74409 -1.45023 0.05 -0.03 0.00 -0.4653
C -3.70064 -2.87048 -0.45319 0.00 0.01 0.00 -0.1900
C -0.51812 -4.33418 0.17389 0.00 0.03 -0.03 -0.4524
C 0.99632 -4.45583 0.30420 0.00 0.00 0.00 -0.1727
H -0.42064 -6.64851 -3.49244 0.01 0.01 -0.01 0.0680
H -1.89889 -6.15541 -2.67723 -0.01 0.00 0.00 0.0572
H -0.43437 -6.45542 -1.74420 0.00 -0.01 -0.01 0.0565
H -0.77831 -4.16635 -3.78044 -0.01 -0.02 -0.01 0.0561
H 0.67881 -4.48036 -2.87570 -0.01 0.00 -0.01 0.0548
H -3.09754 -4.80137 -1.22604 0.01 0.00 0.00 0.0572
H -3.30845 -3.56992 -2.46575 -0.01 0.01 0.00 0.0637
H -3.33878 -3.02680 0.56553 0.00 0.00 0.00 0.0579
H -4.76983 -3.08931 -0.45508 0.00 0.00 0.00 0.0670
H -3.58078 -1.81075 -0.68856 0.00 0.00 0.00 0.0551
H -1.00058 -5.31405 0.17512 -0.01 0.01 -0.02 0.0609
H -0.92849 -3.77008 1.01505 0.03 -0.01 0.02 0.0448
H 1.41439 -5.06293 -0.50156 0.00 0.00 0.00 0.0612
H 1.27972 -4.92189 1.25009 0.00 0.01 0.01 0.0718
H 1.47417 -3.47496 0.26013 0.01 0.00 -0.01 0.0477
C 1.53082 5.41686 3.26151 -0.01 0.00 0.00 -0.0443
C 1.58578 4.82801 1.84733 0.09 0.05 0.01 -0.5977
C 2.93838 4.14297 1.60021 -0.03 0.00 0.00 -0.0332
C 1.33943 5.91879 0.79832 -0.01 0.00 0.00 -0.0405
C 0.53729 3.80383 1.71734 0.06 -0.13 -0.07 -0.1776
N -0.23826 2.96683 1.59057 -0.11 0.03 0.04 0.1311
H 2.31306 6.17001 3.36407 0.00 0.00 -0.01 0.0896
H 1.69413 4.64483 4.01320 0.00 0.00 0.00 0.0899
H 0.56805 5.89061 3.45334 0.00 0.00 0.00 0.0894
H 3.73422 4.88394 1.68601 0.00 0.01 0.00 0.0911
H 2.97811 3.70129 0.60456 0.01 -0.01 0.00 0.0932
H 3.11504 3.35530 2.33255 0.01 0.00 0.00 0.0915
H 2.12054 6.67537 0.88206 0.00 0.00 0.00 0.0903
H 0.37355 6.40015 0.95203 0.00 0.00 0.00 0.0898
H 1.36627 5.50389 -0.20889 0.00 0.00 0.00 0.0926
```
Forces are in eV/Å.